Below is a molecular structure, C54H52F2N5O3SSrTe in a non-equilibrium geometry, with properties calculated with ωB97M-V/def2-TZVPD.

Kohn-Sham gap (alpha / beta), Eh: 0.1644 / 0.2005
Multiplicity: 2
Total charge: -2
<S²>: 0.765
Energy, eV: -94828.254
E_HOMO (alpha / beta), eV: -0.78 / -1.77

CARTESIAN COORDINATES (ANGSTROEM)
Sr (-0.6511, 0.5672, 0.0402)
C (1.6593, 0.6218, 7.3883)
C (0.9258, 1.5789, 6.4349)
C (-0.4388, 0.9814, 6.0922)
C (0.6944, 2.9180, 7.1585)
C (1.7802, 1.7910, 5.1820)
C (2.9791, 2.5179, 5.2750)
C (3.7872, 2.7277, 4.1712)
C (3.3952, 2.1977, 2.9451)
S (4.1723, 2.2783, 1.4056)
C (2.8540, 1.3007, 0.6876)
N (1.9378, 0.9764, 1.5484)
C (2.2119, 1.4638, 2.8259)
C (1.4122, 1.2638, 3.9531)
C (2.9111, 0.8961, -0.7332)
C (4.0688, 1.2125, -1.4718)
C (4.1702, 0.8313, -2.7954)
C (3.1069, 0.1227, -3.3664)
C (1.9894, -0.1820, -2.6120)
C (1.8067, 0.1838, -1.2605)
H (1.0750, 0.4692, 8.3034)
H (2.6368, 1.0247, 7.6663)
H (1.8185, -0.3497, 6.9106)
H (-1.0484, 0.9132, 6.9987)
H (-0.3484, -0.0220, 5.6703)
H (-0.9713, 1.6096, 5.3706)
H (-0.0515, 2.7910, 7.9505)
H (0.3313, 3.6792, 6.4625)
H (1.6117, 3.2912, 7.6214)
H (3.2861, 2.9360, 6.2291)
H (4.7066, 3.2980, 4.2637)
H (0.4922, 0.7126, 3.8061)
H (4.8929, 1.7584, -1.0127)
H (5.0557, 1.0755, -3.3730)
H (3.1606, -0.1791, -4.4116)
H (1.1883, -0.7448, -3.0942)
F (-4.9247, -3.3632, -0.1810)
C (-3.5812, -3.3594, 0.0981)
C (-2.8021, -2.2790, -0.2459)
C (-1.4020, -2.2713, -0.0165)
C (-0.8911, -3.4337, 0.5938)
C (-1.7183, -4.4737, 0.9747)
F (-1.2122, -5.5552, 1.6610)
C (-3.0797, -4.4783, 0.7422)
C (0.5939, -3.5064, 0.7474)
C (1.3286, -4.6376, 0.3841)
C (2.7114, -4.5841, 0.4091)
C (3.3402, -3.4098, 0.8020)
C (2.5364, -2.3510, 1.1932)
N (1.2063, -2.3936, 1.1816)
H (-3.2844, -1.4230, -0.7266)
H (-3.7148, -5.2982, 1.0527)
H (0.8169, -5.5382, 0.0699)
H (3.2957, -5.4498, 0.1154)
H (4.4199, -3.3191, 0.8082)
H (2.9763, -1.4137, 1.5343)
O (-1.0528, 2.3028, -0.9923)
N (-1.3427, 2.4167, -2.3551)
N (-1.3930, 1.1616, -2.8681)
O (-1.4462, 0.0770, -2.1380)
C (-1.3235, 1.0740, -4.2457)
C (-1.2269, -0.1972, -4.8329)
C (-1.1352, -0.3083, -6.2071)
C (-1.1529, 0.8202, -7.0272)
C (-1.2620, 2.0761, -6.4368)
C (-1.3415, 2.2199, -5.0601)
H (-1.2108, -1.0520, -4.1738)
H (-1.0405, -1.2917, -6.6534)
H (-1.0640, 0.7215, -8.1028)
H (-1.2854, 2.9623, -7.0628)
H (-1.4092, 3.1972, -4.6018)
C (-2.1767, -0.2666, 2.8877)
C (-2.0969, 0.8133, 1.8203)
O (-2.9680, 0.8440, 0.8826)
N (-1.0827, 1.6409, 1.8214)
Te (-1.9704, 3.1488, 0.6354)
C (-3.2151, 4.4356, -0.8683)
C (-3.4110, 5.8021, -0.5213)
C (-2.5774, 6.5444, 0.5079)
C (-4.4260, 6.5457, -1.1290)
C (-5.3029, 5.9827, -2.0413)
C (-6.3398, 6.8147, -2.7531)
C (-5.2042, 4.6206, -2.2658)
C (-4.2114, 3.8392, -1.6768)
C (-4.3197, 2.3424, -1.9033)
C (-0.1345, 4.2999, 0.8189)
C (0.5943, 4.8604, -0.2568)
C (0.1638, 4.9224, -1.7016)
C (1.8320, 5.4602, 0.0103)
C (2.3600, 5.5616, 1.2823)
C (3.7216, 6.1624, 1.5265)
C (1.5837, 5.1108, 2.3380)
C (0.3498, 4.5073, 2.1403)
C (-0.4355, 4.1878, 3.3976)
H (-2.5095, 0.1897, 3.8244)
H (-1.1898, -0.7153, 3.0347)
H (-2.8792, -1.0440, 2.5853)
H (-2.6339, 6.0648, 1.4894)
H (-2.9421, 7.5654, 0.6301)
H (-1.5217, 6.5947, 0.2355)
H (-4.5275, 7.5979, -0.8792)
H (-6.3651, 7.8319, -2.3578)
H (-7.3392, 6.3840, -2.6510)
H (-6.1207, 6.8781, -3.8218)
H (-5.9311, 4.1383, -2.9151)
H (-5.3713, 2.0417, -1.8685)
H (-3.7975, 1.7637, -1.1472)
H (-3.9227, 2.0537, -2.8741)
H (-0.9060, 4.8478, -1.8320)
H (0.6089, 4.1127, -2.2791)
H (0.4938, 5.8737, -2.1278)
H (2.3948, 5.8566, -0.8303)
H (4.1308, 6.5843, 0.6079)
H (4.4147, 5.3964, 1.8845)
H (3.6770, 6.9523, 2.2795)
H (1.9470, 5.2227, 3.3572)
H (0.2015, 4.3144, 4.2751)
H (-0.8076, 3.1723, 3.3932)
H (-1.2894, 4.8635, 3.4946)

Atom charges from the Mulliken analysis, given in e for atoms 1 to 4: 2.330, -1.887, 2.189, -1.812

Below is a molecular structure, C54H55AsGaGe2O6S5 in a non-equilibrium geometry, with properties calculated with ωB97M-V/def2-TZVPD.

Kohn-Sham gap, Eh: 0.2804
Multiplicity: 1
Total charge: -1
Energy, eV: -349609.560
ΔE to the lowest compared entry with this formula, charge and spin, kJ/mol: 327.6
E_HOMO, eV: -5.34

CARTESIAN COORDINATES (ANGSTROEM)
Ga (-2.4594, 0.4548, -1.8706)
O (-3.7435, 1.7480, -5.7365)
As (-3.2744, 0.2155, -4.9221)
O (-4.2619, -0.9278, -5.4941)
O (-3.5670, 0.7579, -3.3218)
C (-1.5217, 0.0864, -5.8187)
C (-1.5100, 0.3716, -7.1765)
C (-0.3377, 0.1927, -7.8980)
C (0.8173, -0.2653, -7.2761)
C (0.8163, -0.5538, -5.9197)
C (-0.3600, -0.3902, -5.2166)
S (-0.6427, -0.6760, -3.5089)
O (-1.8979, -1.3981, -3.5249)
O (0.4376, -1.3177, -2.8070)
O (-0.8494, 0.7099, -2.9953)
H (-4.2365, 2.2378, -5.0664)
H (-2.4190, 0.7370, -7.6353)
H (-0.3250, 0.4080, -8.9588)
H (1.7264, -0.3914, -7.8495)
H (1.7009, -0.9097, -5.4066)
C (-2.0647, -5.8439, -5.1212)
C (-1.4478, -5.5348, -3.7853)
C (-0.0873, -5.2811, -3.6549)
C (0.4660, -4.8837, -2.4459)
C (1.9462, -4.6277, -2.3399)
C (-0.3740, -4.7041, -1.3365)
C (-1.7209, -5.0679, -1.4215)
C (-2.6170, -5.0911, -0.2106)
C (-2.2373, -5.4642, -2.6497)
C (0.2552, -4.3666, -0.0205)
C (0.7725, -5.5323, 0.5553)
C (1.4500, -5.5345, 1.7528)
C (1.6260, -4.3390, 2.4056)
C (1.1187, -3.1519, 1.8829)
C (0.4171, -3.1228, 0.6599)
Ge (-0.3416, -1.2624, 0.1642)
S (-2.5014, -1.3548, -0.4893)
S (-0.8691, 0.0229, 2.0837)
Ge (-0.5307, 1.7381, 0.6838)
S (-2.2406, 2.3473, -0.6458)
S (1.0309, 0.4632, -0.4392)
C (-0.0133, 3.5066, 1.5014)
C (-0.9246, 4.1511, 2.3537)
C (-0.6330, 5.4235, 2.8359)
C (0.5480, 6.0597, 2.4910)
C (1.4442, 5.4248, 1.6515)
C (1.1718, 4.1535, 1.1479)
C (2.1964, 3.5287, 0.2669)
C (3.0848, 2.5970, 0.8053)
C (2.9502, 2.1378, 2.2288)
C (4.1097, 2.0983, 0.0072)
C (4.2742, 2.5140, -1.3034)
C (5.4124, 2.0045, -2.1473)
C (3.3724, 3.4358, -1.8262)
C (2.3347, 3.9487, -1.0631)
C (1.3637, 4.9361, -1.6552)
C (-2.1860, 3.4919, 2.7947)
C (-3.4086, 3.7880, 2.1909)
C (-3.5433, 4.8516, 1.1335)
C (-4.5413, 3.0852, 2.5911)
C (-4.4847, 2.1148, 3.5775)
C (-5.6905, 1.2860, 3.9282)
C (-3.2789, 1.9122, 4.2393)
C (-2.1313, 2.5965, 3.8749)
C (-0.8550, 2.4221, 4.6571)
C (1.4686, -1.9713, 2.7265)
C (0.6899, -1.6295, 3.8308)
C (-0.6478, -2.2714, 4.0903)
C (1.1589, -0.6596, 4.7129)
C (2.3949, -0.0626, 4.5446)
C (2.9038, 0.9717, 5.5134)
C (3.1691, -0.4348, 3.4499)
C (2.7161, -1.3594, 2.5238)
C (3.5446, -1.6949, 1.3123)
H (-1.3100, -5.8721, -5.9089)
H (-2.7969, -5.0685, -5.3694)
H (-2.5893, -6.8013, -5.1033)
H (0.5596, -5.3875, -4.5206)
H (2.4458, -4.8742, -3.2777)
H (2.3924, -5.2214, -1.5413)
H (2.1269, -3.5755, -2.1118)
H (-2.0964, -4.7567, 0.6851)
H (-2.9851, -6.1058, -0.0389)
H (-3.4782, -4.4424, -0.3618)
H (-3.2965, -5.6876, -2.7291)
H (0.6262, -6.4611, 0.0167)
H (1.8423, -6.4558, 2.1658)
H (2.1669, -4.2938, 3.3436)
H (-1.3480, 5.9093, 3.4898)
H (0.7691, 7.0463, 2.8798)
H (2.3775, 5.9059, 1.3820)
H (2.5014, 2.9071, 2.8566)
H (3.9238, 1.8668, 2.6358)
H (2.3095, 1.2524, 2.2758)
H (4.7947, 1.3687, 0.4277)
H (6.0061, 1.2719, -1.6015)
H (6.0684, 2.8264, -2.4417)
H (5.0391, 1.5353, -3.0592)
H (3.4860, 3.7626, -2.8551)
H (1.5650, 5.0873, -2.7150)
H (1.4288, 5.9008, -1.1493)
H (0.3388, 4.5758, -1.5417)
H (-2.5792, 5.1147, 0.7041)
H (-3.9901, 5.7520, 1.5643)
H (-4.1913, 4.5021, 0.3303)
H (-5.4853, 3.2882, 2.0958)
H (-6.5615, 1.5982, 3.3533)
H (-5.9273, 1.3629, 4.9912)
H (-5.4911, 0.2363, 3.7046)
H (-3.2286, 1.1856, 5.0439)
H (-1.0031, 1.7144, 5.4725)
H (-0.5313, 3.3798, 5.0717)
H (-0.0536, 2.0415, 4.0223)
H (-0.9265, -2.9523, 3.2884)
H (-1.4145, -1.4979, 4.1552)
H (-0.6356, -2.8243, 5.0322)
H (0.5350, -0.3713, 5.5535)
H (2.1792, 1.1536, 6.3065)
H (3.0896, 1.9157, 4.9963)
H (3.8431, 0.6503, 5.9681)
H (4.1484, 0.0128, 3.3141)
H (4.5021, -1.1746, 1.3420)
H (3.0140, -1.3872, 0.4079)
H (3.7268, -2.7684, 1.2390)

Atom charges from the Mulliken analysis, given in e for atoms 1 to 4: 1.082, -0.692, 1.289, -0.800

Below is a molecular structure, C54H55BrGe2HfNO3S5 in a non-equilibrium geometry, with properties calculated with ωB97M-V/def2-TZVPD.

Kohn-Sham gap, Eh: 0.2765
Multiplicity: 1
Total charge: -1
Energy, eV: -303095.116
E_HOMO, eV: -5.19

CARTESIAN COORDINATES (ANGSTROEM)
Hf (0.1541, 0.3707, 2.6187)
C (0.9145, 0.5652, -6.6355)
C (-0.0400, 0.1543, -5.5439)
C (-1.0296, 1.0148, -5.0842)
C (-1.9131, 0.6388, -4.0773)
C (-2.9617, 1.6004, -3.5799)
C (-1.7853, -0.6291, -3.5082)
C (-0.7901, -1.5046, -3.9423)
C (-0.6512, -2.8639, -3.3080)
C (0.0654, -1.1016, -4.9591)
C (-2.7939, -1.1494, -2.5347)
C (-3.8545, -1.8059, -3.1617)
C (-4.8352, -2.4462, -2.4343)
C (-4.7467, -2.4413, -1.0573)
C (-3.7114, -1.7843, -0.3913)
C (-2.7140, -1.1049, -1.1296)
Ge (-1.3524, 0.0023, -0.1753)
S (-2.0785, 1.0475, 1.5611)
S (0.6090, -1.0999, 0.4163)
Ge (1.5653, 0.9942, -0.1345)
S (1.5730, 2.2408, 1.6301)
S (-0.1728, 1.3699, -1.5344)
C (3.2941, 1.1008, -1.1101)
C (4.2075, 0.0389, -1.1923)
C (5.4729, 0.2489, -1.7413)
C (5.8459, 1.4961, -2.2059)
C (4.9437, 2.5443, -2.1324)
C (3.6739, 2.3638, -1.5954)
C (2.7449, 3.5355, -1.5836)
C (2.7361, 4.4253, -0.5087)
C (3.6896, 4.2706, 0.6482)
C (1.8199, 5.4735, -0.5099)
C (0.9215, 5.6559, -1.5488)
C (-0.1411, 6.7214, -1.4848)
C (0.9966, 4.8011, -2.6431)
C (1.9023, 3.7521, -2.6835)
C (2.0131, 2.8935, -3.9153)
C (3.9003, -1.3307, -0.6891)
C (4.0366, -1.6367, 0.6641)
C (4.5008, -0.6149, 1.6689)
C (3.7082, -2.9243, 1.0917)
C (3.2836, -3.9008, 0.2071)
C (2.9009, -5.2771, 0.6860)
C (3.2113, -3.5840, -1.1488)
C (3.5130, -2.3132, -1.6082)
C (3.4181, -1.9739, -3.0716)
C (-3.7994, -1.9249, 1.0979)
C (-3.0603, -2.9135, 1.7576)
C (-2.0517, -3.7621, 1.0211)
C (-3.2830, -3.1230, 3.1142)
C (-4.2098, -2.3724, 3.8289)
C (-4.3935, -2.5788, 5.3082)
C (-4.9302, -1.4014, 3.1519)
C (-4.7511, -1.1752, 1.7947)
C (-5.5723, -0.1265, 1.0914)
H (0.5438, 1.4354, -7.1783)
H (1.0646, -0.2467, -7.3492)
H (1.8910, 0.8212, -6.2208)
H (-1.1194, 2.0054, -5.5204)
H (-2.9179, 2.5401, -4.1304)
H (-2.8089, 1.8224, -2.5206)
H (-3.9656, 1.1833, -3.6797)
H (-1.6204, -3.3513, -3.1915)
H (-0.2110, -2.7767, -2.3091)
H (-0.0084, -3.5073, -3.9066)
H (0.8253, -1.7916, -5.3159)
H (-3.8782, -1.8188, -4.2457)
H (-5.6499, -2.9569, -2.9341)
H (-5.4930, -2.9530, -0.4602)
H (6.1663, -0.5836, -1.7790)
H (6.8344, 1.6536, -2.6206)
H (5.2153, 3.5282, -2.4994)
H (3.9416, 3.2262, 0.8251)
H (3.2494, 4.6684, 1.5623)
H (4.6186, 4.8135, 0.4510)
H (1.7866, 6.1380, 0.3478)
H (0.0382, 7.4102, -0.6594)
H (-1.1195, 6.2615, -1.3299)
H (-0.1885, 7.2953, -2.4122)
H (0.3227, 4.9460, -3.4824)
H (1.2913, 3.2119, -4.6678)
H (1.8231, 1.8412, -3.6978)
H (3.0180, 2.9647, -4.3394)
H (5.0029, 0.2262, 1.1932)
H (5.1910, -1.0708, 2.3816)
H (3.6493, -0.2266, 2.2330)
H (3.7803, -3.1557, 2.1500)
H (3.0607, -5.3792, 1.7590)
H (3.4865, -6.0454, 0.1768)
H (1.8465, -5.4774, 0.4813)
H (2.8910, -4.3428, -1.8576)
H (3.1623, -2.8555, -3.6538)
H (4.3626, -1.5755, -3.4484)
H (2.6545, -1.2091, -3.2458)
H (-2.4419, -4.1052, 0.0610)
H (-1.7819, -4.6339, 1.6183)
H (-1.1319, -3.2077, 0.8151)
H (-2.7023, -3.8801, 3.6329)
H (-4.4645, -3.6412, 5.5522)
H (-5.2912, -2.0762, 5.6694)
H (-3.5331, -2.1725, 5.8435)
H (-5.6457, -0.7936, 3.6971)
H (-6.1853, 0.4207, 1.8074)
H (-6.2302, -0.5703, 0.3395)
H (-4.9244, 0.5885, 0.5824)
Br (-5.0761, 1.8124, 6.1311)
C (-3.3539, 1.2656, 6.7588)
C (-3.1917, 1.0332, 8.1160)
C (-1.9278, 0.6423, 8.5274)
C (-0.9180, 0.4936, 7.5930)
C (-1.2130, 0.7409, 6.2580)
N (-2.4216, 1.1365, 5.8532)
C (-0.1797, 0.5138, 5.1738)
O (1.0748, 0.4870, 5.7961)
O (-0.2416, 1.4517, 4.1564)
H (-4.0126, 1.1555, 8.8066)
H (-1.7394, 0.4535, 9.5775)
H (0.0804, 0.1871, 7.8630)
S (-0.6455, -1.1806, 4.4213)
O (1.8965, -0.3860, 3.0846)
H (1.7429, -1.2497, 3.4853)
H (1.7285, 0.3901, 5.0804)

Atom charges from the Mulliken analysis, given in e for atoms 1 to 4: 0.362, -1.723, 0.470, -0.452

- The lowest total charge belongs to which entry?
  C54H52F2N5O3SSrTe